1.
C21H36Ca2F8N4O34S8 | ωB97M-V/def2-TZVPD

Positions of all 113 atoms, in Å:
Ca: 5.161 -1.859 -7.283
Ca: 6.151 0.302 1.021
N: 3.136 0.178 -0.995
S: 2.476 0.543 -2.474
O: 1.067 0.945 -2.722
O: 3.115 -0.170 -3.598
F: 3.224 2.030 -2.493
S: 1.812 0.046 -0.276
O: 1.268 -1.298 -0.398
O: 0.969 1.242 -0.066
F: 2.530 -0.009 1.195
N: 6.445 -5.367 -2.099
S: 6.753 -3.814 -2.553
O: 6.977 -2.888 -1.453
O: 6.124 -3.190 -3.729
F: 8.294 -4.117 -2.991
S: 5.025 -4.995 -1.625
O: 4.011 -4.822 -2.654
O: 4.879 -4.249 -0.380
F: 4.736 -6.484 -1.186
N: -2.062 -3.210 -7.592
S: -0.751 -2.507 -8.464
O: 0.607 -2.436 -7.937
O: -1.167 -1.517 -9.469
F: -0.633 -3.776 -9.475
S: -1.996 -2.029 -6.657
O: -2.276 -0.652 -7.102
O: -1.144 -2.224 -5.558
F: -3.491 -2.380 -6.015
N: 6.983 -1.819 3.800
S: 8.047 -3.214 3.912
O: 7.732 -4.182 2.868
O: 8.542 -3.798 5.151
F: 9.303 -2.499 3.267
S: 6.851 -1.732 5.310
O: 7.912 -1.109 6.133
O: 5.970 -2.747 5.954
F: 5.807 -0.502 5.176
C: 0.888 -5.513 5.499
C: 1.206 -4.187 4.740
O: 0.029 -4.138 3.931
C: -1.012 -4.848 4.426
O: -2.176 -4.865 3.938
O: -0.587 -5.579 5.454
H: 1.154 -5.559 6.555
H: 1.328 -6.283 4.865
H: 2.112 -4.343 4.154
H: 1.359 -3.292 5.343
C: -2.494 3.201 3.811
C: -3.460 2.038 4.327
C: -2.975 0.568 4.168
O: -2.656 0.077 5.441
C: -3.146 0.979 6.310
O: -3.343 0.703 7.461
O: -3.484 2.209 5.701
H: -2.535 4.153 4.341
H: -2.670 3.485 2.774
H: -1.461 2.864 3.724
H: -4.448 2.230 3.911
H: -2.066 0.761 3.598
H: -3.678 -0.125 3.706
C: 1.112 7.478 -3.098
C: 0.860 7.315 -4.596
C: 0.960 5.871 -5.198
O: -0.249 5.737 -5.971
C: -1.160 6.655 -5.545
O: -2.377 6.707 -5.787
O: -0.584 7.583 -4.733
H: 2.142 7.360 -2.762
H: 0.523 6.803 -2.477
H: 0.937 8.526 -2.856
H: 1.452 7.979 -5.226
H: 0.973 5.117 -4.411
H: 1.795 5.805 -5.895
C: 5.360 5.592 0.866
O: 4.719 5.807 2.142
C: 4.345 4.773 2.896
O: 4.724 3.616 2.717
O: 3.637 5.178 3.902
C: 3.018 4.299 4.751
H: 4.904 4.728 0.383
H: 6.407 5.439 1.127
H: 5.470 6.435 0.183
H: 2.133 4.741 5.209
H: 3.566 4.022 5.652
H: 2.709 3.375 4.263
C: -1.811 -6.872 -0.715
O: -2.256 -6.784 -2.061
C: -3.526 -6.943 -2.415
O: -3.839 -6.782 -3.574
O: -4.266 -7.533 -1.441
C: -5.435 -8.318 -1.679
H: -0.803 -6.464 -0.648
H: -1.751 -7.843 -0.223
H: -2.572 -6.373 -0.115
H: -6.132 -7.781 -2.323
H: -5.975 -8.525 -0.756
H: -5.134 -9.349 -1.865
C: -10.376 3.057 0.218
C: -9.111 2.293 0.765
O: -7.997 2.224 -0.167
C: -7.282 3.365 -0.397
O: -7.734 4.493 -0.174
O: -6.110 3.002 -0.963
C: -4.964 3.918 -1.172
H: -10.296 4.124 0.429
H: -11.295 2.630 0.620
H: -10.636 2.910 -0.830
H: -9.475 1.299 1.024
H: -8.834 2.594 1.776
H: -4.737 4.045 -2.230
H: -4.147 3.530 -0.564
H: -5.154 4.916 -0.775

- calculated total energy (eV) = -243213.940
- HOMO-LUMO gap (eV) = 2.0422
- net charge = 0

Results of the Mulliken charge analysis, in e, for atoms 1 through 4: atom 1 (Ca): 1.8364, atom 2 (Ca): 1.8861, atom 3 (N): -0.2066, atom 4 (S): 0.9726

---

2.
C38H54F16N4O8 | ωB97M-V/def2-TZVPD

Positions of all 120 atoms, in Å:
F: -27.486 -5.799 27.791
C: -28.378 -4.810 27.611
F: -29.333 -5.281 26.760
C: -29.018 -4.392 28.929
F: -29.983 -5.273 29.287
F: -29.609 -3.192 28.721
C: -28.066 -4.299 30.119
O: -27.137 -3.230 29.988
C: -25.837 -3.560 29.901
F: -25.467 -4.299 30.986
F: -25.552 -4.291 28.809
C: -25.058 -2.251 29.825
F: -25.293 -1.499 30.923
F: -23.726 -2.442 29.715
H: -27.923 -3.942 27.131
H: -27.566 -5.255 30.259
H: -28.708 -4.084 30.974
H: -25.421 -1.689 28.959
F: -24.150 -3.893 23.015
C: -23.882 -4.180 21.722
F: -24.531 -5.338 21.424
C: -24.406 -3.071 20.823
F: -24.066 -3.418 19.555
F: -23.719 -1.941 21.125
C: -25.886 -2.785 20.862
O: -26.214 -2.144 22.093
C: -26.959 -1.026 21.960
F: -26.335 -0.097 21.205
F: -28.137 -1.311 21.336
C: -27.270 -0.495 23.362
F: -26.127 -0.174 23.990
F: -28.032 0.616 23.247
H: -22.815 -4.349 21.575
H: -26.444 -3.722 20.785
H: -26.148 -2.207 19.976
H: -27.807 -1.255 23.934
O: -20.866 -3.063 22.215
C: -20.139 -3.593 23.002
C: -19.145 -2.959 23.956
C: -18.888 -4.090 24.966
C: -19.131 -5.341 24.118
O: -20.122 -4.938 23.148
H: -18.258 -2.606 23.433
H: -19.633 -2.078 24.375
H: -17.887 -4.053 25.392
H: -19.610 -4.048 25.783
H: -18.216 -5.670 23.623
H: -19.550 -6.147 24.710
O: -20.869 -7.964 25.190
C: -22.008 -8.065 24.844
C: -22.719 -9.239 24.192
C: -24.021 -8.647 23.655
C: -24.155 -7.314 24.411
O: -22.854 -7.012 24.927
H: -22.111 -9.693 23.417
H: -22.886 -9.957 24.999
H: -23.993 -8.487 22.578
H: -24.888 -9.282 23.835
H: -24.476 -6.490 23.778
H: -24.868 -7.389 25.235
O: -25.301 1.928 26.383
C: -24.367 1.783 27.108
C: -23.194 2.703 27.323
C: -22.352 2.022 28.417
C: -23.015 0.661 28.635
O: -24.168 0.616 27.780
H: -22.622 2.708 26.393
H: -23.440 3.730 27.570
H: -21.318 1.911 28.093
H: -22.287 2.627 29.323
H: -22.322 -0.134 28.363
H: -23.357 0.492 29.655
C: -22.755 -3.932 26.330
C: -22.632 -2.417 26.234
C: -23.722 -1.787 25.377
C: -25.062 -2.182 25.785
N: -26.125 -2.521 26.058
H: -23.619 -4.231 26.928
H: -21.865 -4.292 26.857
H: -22.795 -4.444 25.370
H: -21.674 -2.130 25.800
H: -22.644 -1.996 27.241
H: -23.618 -2.025 24.319
H: -23.684 -0.696 25.457
C: -21.866 -7.981 30.540
C: -22.255 -6.581 30.986
C: -22.281 -5.586 29.825
C: -20.951 -5.371 29.256
N: -19.913 -5.183 28.805
H: -22.659 -8.479 29.978
H: -21.682 -8.615 31.412
H: -20.944 -8.004 29.956
H: -21.544 -6.233 31.736
H: -23.252 -6.594 31.427
H: -22.676 -4.615 30.123
H: -22.922 -5.966 29.024
C: -16.623 -1.533 28.004
C: -17.991 -1.401 27.356
C: -18.481 0.047 27.328
C: -19.714 0.178 26.556
N: -20.683 0.282 25.953
H: -16.388 -2.581 28.174
H: -16.631 -1.026 28.972
H: -15.856 -1.059 27.391
H: -18.716 -1.976 27.942
H: -18.021 -1.828 26.354
H: -17.761 0.763 26.923
H: -18.693 0.386 28.346
C: -22.145 2.715 23.588
C: -22.571 1.287 23.264
C: -21.692 0.616 22.204
C: -20.311 0.425 22.617
N: -19.228 0.234 22.941
H: -21.282 2.713 24.261
H: -22.945 3.300 24.038
H: -21.812 3.228 22.682
H: -23.608 1.278 22.921
H: -22.539 0.659 24.155
H: -21.709 1.163 21.256
H: -22.128 -0.351 21.943

- calculated total energy (eV) = -106104.080
- structure (SMILES) = FC(F)C(F)(F)COC(F)(F)C(F)F.FC(F)C(F)(F)COC(F)(F)C(F)F.O=C1CCCO1.O=C1CCCO1.O=C1CCCO1.CCCC#N.CCCC#N.CCCC#N.CCCC#N
- HOMO-LUMO gap (eV) = 10.6987
- net charge = 0

Results of the Mulliken charge analysis, in e, for atoms 1 through 4: atom 1 (F): -0.2376, atom 2 (C): 0.4144, atom 3 (F): -0.3155, atom 4 (C): 0.9468

---

3.
C30H38N9O2P2PdS3 | ωB97M-V/def2-TZVPD

Positions of all 85 atoms, in Å:
Pd: 0.017 0.353 -0.537
C: 4.296 2.455 2.571
N: 2.978 2.396 1.998
C: 1.932 3.171 2.369
C: 0.864 2.779 1.605
N: 1.252 1.775 0.783
C: 2.540 1.552 1.036
P: 3.678 0.432 0.127
C: 2.716 -1.116 0.352
N: 1.410 -1.284 0.159
C: 1.131 -2.579 0.439
C: 2.290 -3.206 0.815
N: 3.275 -2.279 0.753
C: 4.669 -2.504 1.032
C: 3.040 0.821 -1.551
N: 1.779 0.756 -1.986
C: 1.803 1.085 -3.299
C: 3.093 1.354 -3.667
N: 3.859 1.184 -2.565
C: 5.281 1.410 -2.511
H: 4.230 2.834 3.590
H: 4.941 3.119 1.993
H: 4.737 1.459 2.587
H: 2.018 3.939 3.112
H: -0.136 3.166 1.601
H: 0.138 -2.977 0.341
H: 2.467 -4.221 1.113
H: 4.813 -3.539 1.337
H: 5.013 -1.850 1.834
H: 5.269 -2.314 0.142
H: 0.915 1.117 -3.900
H: 3.499 1.649 -4.613
H: 5.687 1.382 -3.521
H: 5.780 0.649 -1.910
H: 5.501 2.390 -2.087
N: -3.874 2.433 0.082
C: -4.316 3.093 -1.064
C: -5.672 3.341 -1.241
C: -6.109 4.004 -2.376
C: -5.206 4.418 -3.348
C: -3.851 4.178 -3.184
C: -3.410 3.523 -2.043
S: -1.682 3.204 -1.840
N: -1.629 2.176 -0.553
C: -2.624 1.962 0.265
C: -2.348 1.163 1.476
C: -2.977 1.417 2.695
C: -2.643 0.637 3.794
C: -1.714 -0.381 3.638
C: -1.128 -0.559 2.390
N: -1.423 0.201 1.346
H: -4.591 2.220 0.767
H: -6.376 3.010 -0.493
H: -7.159 4.214 -2.497
H: -5.564 4.920 -4.234
H: -3.136 4.501 -3.924
H: -3.684 2.227 2.802
H: -3.095 0.822 4.755
H: -1.437 -1.019 4.463
H: -0.409 -1.352 2.228
C: -4.367 -2.799 -3.515
C: -4.714 -1.330 -3.619
C: -5.261 -0.769 -2.317
O: -3.585 -0.532 -4.075
P: -2.069 -0.441 -3.689
S: -1.606 1.512 -4.071
S: -1.713 -0.973 -1.738
O: -1.169 -1.406 -4.527
C: -1.060 -1.563 -5.982
C: -1.320 -0.270 -6.726
C: -1.990 -2.663 -6.455
H: -5.247 -3.341 -3.183
H: -3.568 -2.967 -2.794
H: -4.075 -3.195 -4.483
H: -5.438 -1.165 -4.426
H: -4.570 -0.957 -1.496
H: -6.207 -1.260 -2.101
H: -5.440 0.300 -2.406
H: -0.019 -1.880 -6.102
H: -2.341 0.072 -6.548
H: -1.206 -0.448 -7.793
H: -0.623 0.516 -6.442
H: -3.021 -2.312 -6.475
H: -1.905 -3.538 -5.815
H: -1.702 -2.949 -7.464

- calculated total energy (eV) = -103774.069
- multiplicity = 5
- HOMO-LUMO gap (alpha / beta) (eV) = 7.3610 / 4.4343
- net charge = +3

Results of the Mulliken charge analysis, in e, for atoms 1 through 4: atom 1 (Pd): 0.3985, atom 2 (C): -0.8066, atom 3 (N): 0.1646, atom 4 (C): -0.8089